(1)
DFT (ωB97M-V/def2-TZVPD) results for a structure of composition C7H15N2S.

Last column: natural (NBO) charge in e.
Atoms and positions in Å:
S  1.915  2.411  3.379  0.314
C  -0.376  3.094  1.905  -0.626
C  0.121  2.008  5.503  -0.623
C  0.741  3.654  2.777  -0.528
C  0.830  1.323  4.341  -0.525
H  0.048  2.532  1.056  0.196
H  -0.990  3.920  1.508  0.244
H  -1.028  2.418  2.484  0.214
H  -0.581  2.777  5.139  0.212
H  -0.445  1.264  6.088  0.238
H  0.858  2.491  6.167  0.229
H  1.375  4.347  2.190  0.241
H  0.329  4.219  3.635  0.243
H  0.101  0.836  3.664  0.214
H  1.515  0.539  4.717  0.241
C  2.245  -0.324  -0.451  -0.054
C  1.505  0.319  0.505  -0.062
C  3.649  0.777  0.878  0.230
N  3.559  -0.020  -0.192  -0.468
N  2.400  0.985  1.305  -0.465
H  1.943  -0.962  -1.281  0.259
H  0.428  0.351  0.674  0.254
H  4.563  1.178  1.316  0.253
H  4.374  -0.353  -0.738  0.456
H  2.157  1.570  2.125  0.312

Largest force on an atom ... 5.2 eV Å⁻¹
HOMO-LUMO gap ... 10.237 eV
Energy ... -783.1636 hartree
Total charge ... +1
E_HOMO ... -12.710 eV
ΔE to the lowest compared entry with this formula, charge and spin ... 24.68 kcal/mol



(2)
DFT (ωB97M-V/def2-TZVPD) results for an isolated molecule of C7H15N3.

Last column: natural (NBO) charge in e.
Atoms and positions in Å:
H  0.674  0.543  2.456  0.339
N  0.971  1.409  1.994  -0.716
C  0.217  1.544  0.957  0.596
N  0.344  2.619  0.147  -0.811
N  -0.791  0.690  0.594  -0.513
C  -2.133  1.197  0.954  -0.406
C  -0.619  -0.639  0.121  0.223
C  -1.659  -1.502  0.060  -0.538
C  0.754  -1.200  -0.366  -0.259
C  2.002  -0.305  -0.402  -0.617
C  0.649  -1.816  -1.782  -0.588
H  1.276  3.013  0.213  0.396
H  0.057  2.434  -0.805  0.383
H  -2.763  1.272  0.062  0.200
H  -2.614  0.545  1.692  0.201
H  -2.087  2.194  1.410  0.226
H  -2.670  -1.240  0.346  0.201
H  -1.540  -2.528  -0.273  0.207
H  1.002  -2.019  0.325  0.215
H  1.851  0.582  -1.026  0.194
H  2.325  -0.012  0.597  0.234
H  2.855  -0.849  -0.825  0.214
H  1.607  -2.254  -2.087  0.206
H  0.377  -1.054  -2.521  0.203
H  -0.083  -2.625  -1.840  0.210

Largest force on an atom ... 2.8 eV Å⁻¹
HOMO-LUMO gap ... 8.890 eV
SMILES ... [H]/N=C(/N)N(C)C(=C)C(C)C
Energy ... -439.9490 hartree
Total charge ... 0
E_HOMO ... -8.021 eV
ΔE to the lowest compared entry with this formula, charge and spin ... 11.04 kcal/mol



(3)
DFT (ωB97M-V/def2-TZVPD) results for an isolated molecule of C7H15N4OP.

Last column: natural (NBO) charge in e.
Atoms and positions in Å:
C  -3.480  0.764  -0.257  -0.597
C  -2.481  -0.266  0.419  -0.105
C  -2.552  -1.703  -0.252  -0.674
N  -1.206  0.273  0.453  -0.067
N  -0.309  -0.481  0.136  -0.546
P  1.224  0.049  0.118  2.283
O  1.766  -0.187  1.514  -1.102
N  1.113  1.694  -0.402  -0.734
C  1.989  2.559  0.359  -0.275
C  0.535  2.545  0.617  -0.241
N  1.988  -0.896  -1.063  -0.734
C  2.304  -2.240  -0.538  -0.247
C  3.408  -1.258  -0.767  -0.246
H  -3.210  1.079  -1.286  0.218
H  -4.310  0.160  -0.475  0.214
H  -3.659  1.573  0.411  0.219
H  -2.738  -0.350  1.502  0.230
H  -2.627  -2.646  0.401  0.223
H  -1.548  -1.863  -0.705  0.246
H  -3.330  -1.832  -0.986  0.212
H  2.381  3.513  -0.032  0.212
H  2.489  2.072  1.178  0.228
H  0.076  1.936  1.409  0.222
H  -0.085  3.411  0.304  0.202
H  2.132  -2.999  -1.258  0.200
H  2.080  -2.589  0.466  0.225
H  3.888  -0.850  0.213  0.223
H  4.160  -1.468  -1.479  0.212

Largest force on an atom ... 4.1 eV Å⁻¹
HOMO-LUMO gap ... 9.233 eV
SMILES ... CC(C)/N=N/P(=O)(N1CC1)N1CC1
Energy ... -911.2250 hartree
Total charge ... 0
E_HOMO ... -9.004 eV
ΔE to the lowest compared entry with this formula, charge and spin ... 65.90 kcal/mol



(4)
DFT (ωB97M-V/def2-TZVPD) results for a structure of composition C7H15N5S.

Last column: natural (NBO) charge in e.
Atoms and positions in Å:
C  1.025  1.593  -0.337  0.102
C  -1.635  -2.271  -1.223  -0.447
C  -0.707  -3.162  -0.323  -0.409
C  -1.601  -0.799  -0.685  -0.198
C  -0.184  -2.080  0.711  -0.233
C  0.154  0.424  0.620  -0.172
C  2.064  3.844  -0.517  -0.403
N  0.657  3.645  3.359  -0.511
N  0.169  2.898  2.349  0.085
N  1.183  3.079  1.524  -0.113
N  1.372  2.762  0.232  -0.214
N  -0.165  -0.849  -0.085  -0.405
S  2.020  4.140  2.548  0.875
H  1.502  1.189  -1.236  0.249
H  -1.109  -2.217  -2.169  0.222
H  -2.711  -2.796  -1.375  0.283
H  -1.228  -3.962  0.270  0.257
H  0.073  -3.609  -0.889  0.231
H  -1.611  0.036  -1.466  0.248
H  -2.241  -0.700  0.165  0.226
H  -0.982  -2.069  1.440  0.227
H  0.740  -2.210  1.260  0.248
H  -0.684  0.881  1.049  0.207
H  2.137  3.686  -1.531  0.263
H  3.084  3.965  -0.047  0.223
H  1.546  4.725  -0.315  0.235
H  0.539  3.240  4.332  0.492
H  0.549  -1.041  -0.783  0.430

Largest force on an atom ... 8.5 eV Å⁻¹
HOMO-LUMO gap (spin up / spin down) ... 7.138 / 7.310 eV
Energy ... -946.7787 hartree
Total charge ... +2
E_HOMO (spin up / spin down) ... -15.581 / -15.755 eV
ΔE to the lowest compared entry with this formula, charge and spin ... 182.91 kcal/mol



(5)
DFT (ωB97M-V/def2-TZVPD) results for a cluster of 2 separate species, C7H15NO in total.

Last column: natural (NBO) charge in e.
Atoms and positions in Å:
C  0.564  -0.901  2.106  -0.610
C  0.017  0.113  1.110  -0.442
C  1.050  0.248  -0.229  0.134
O  2.215  0.908  0.200  -0.724
C  0.453  0.971  -1.388  -0.448
C  0.307  2.472  -1.227  -0.612
H  1.590  -0.678  2.394  0.190
H  0.570  -1.910  1.693  0.183
H  -0.024  -0.908  3.022  0.214
H  0.104  1.121  1.516  0.205
H  -1.046  -0.023  0.937  0.214
H  1.276  -0.793  -0.505  0.147
H  2.551  0.471  0.990  0.465
H  -0.614  0.439  -1.576  0.245
H  0.996  0.718  -2.298  0.201
H  -0.102  2.914  -2.134  0.206
H  -0.341  2.721  -0.388  0.199
H  1.278  2.933  -1.048  0.216
C  -1.943  -0.755  -1.572  -0.383
C  -1.761  -1.569  -0.677  0.184
N  -1.678  -2.597  0.171  -0.826
H  -2.452  -0.392  -2.426  0.250
H  -0.754  -2.974  0.327  0.395
H  -2.257  -2.530  1.002  0.398

Largest force on an atom ... 3.2 eV Å⁻¹
HOMO-LUMO gap ... 9.069 eV
SMILES ... CCC(O)CC.C#CN
Energy ... -405.5852 hartree
Total charge ... 0
E_HOMO ... -8.361 eV
ΔE to the lowest compared entry with this formula, charge and spin ... 95.45 kcal/mol



(6)
DFT (ωB97M-V/def2-TZVPD) results for a cluster of 2 separate species, C7H15NO in total.

Last column: natural (NBO) charge in e.
Atoms and positions in Å:
C  1.222  -0.761  0.636  -0.442
C  0.483  0.370  0.666  -0.135
C  0.197  1.262  -0.532  0.047
C  -1.272  1.705  -0.478  -0.603
C  1.111  2.494  -0.428  -0.599
N  0.425  0.636  -1.826  -0.842
H  1.647  -1.129  -0.287  0.210
H  1.618  -1.185  1.546  0.209
H  0.250  0.822  1.626  0.198
H  -1.926  0.840  -0.567  0.208
H  -1.479  2.376  -1.308  0.224
H  -1.493  2.214  0.459  0.202
H  0.882  3.078  0.463  0.208
H  2.154  2.189  -0.390  0.208
H  0.967  3.117  -1.307  0.224
H  1.411  0.442  -1.964  0.353
H  -0.076  -0.245  -1.894  0.386
C  -0.772  -3.046  1.262  -0.718
C  -0.863  -1.992  0.189  0.456
O  -0.729  -2.177  -1.005  -0.587
H  -0.594  -2.582  2.229  0.221
H  -1.717  -3.585  1.315  0.245
H  0.020  -3.748  1.029  0.227
H  -1.464  -1.095  0.566  0.101

Largest force on an atom ... 3.0 eV Å⁻¹
HOMO-LUMO gap ... 10.090 eV
SMILES ... C=CC(C)(C)N.CC=O
Energy ... -405.6573 hartree
Total charge ... 0
E_HOMO ... -9.222 eV
ΔE to the lowest compared entry with this formula, charge and spin ... 50.20 kcal/mol



(7)
DFT (ωB97M-V/def2-TZVPD) results for a cluster of 3 separate species, C7H15NO8S in total.

Last column: natural (NBO) charge in e.
Atoms and positions in Å:
O  3.547  -3.692  2.230  -0.427
C  3.507  -3.013  1.290  0.861
N  3.407  -2.412  0.210  -0.358
O  3.555  -0.992  0.412  -0.546
S  2.372  -0.185  -0.463  1.778
O  2.795  1.170  -0.270  -0.883
O  1.092  -0.313  0.529  -0.687
C  0.453  -1.580  0.604  -0.212
C  -1.043  -1.381  0.730  0.765
O  -1.589  -0.338  0.783  -0.501
O  -1.728  -2.561  0.824  -0.704
H  0.814  -2.151  1.463  0.217
H  0.653  -2.183  -0.292  0.206
H  -1.465  -3.164  0.117  0.491
C  2.628  3.596  -4.505  -0.634
C  2.957  2.455  -3.561  -0.064
O  2.842  1.179  -4.191  -0.727
H  1.618  3.481  -4.900  0.212
H  2.697  4.557  -3.995  0.215
H  3.318  3.610  -5.352  0.196
H  2.261  2.434  -2.724  0.183
H  3.965  2.574  -3.151  0.158
H  3.459  1.155  -4.928  0.460
C  -4.870  0.613  2.990  -0.637
C  -4.537  -0.642  3.772  -0.058
O  -4.889  -1.825  3.060  -0.724
H  -5.935  0.643  2.756  0.209
H  -4.610  1.511  3.552  0.211
H  -4.320  0.627  2.046  0.209
H  -5.095  -0.677  4.707  0.173
H  -3.469  -0.667  4.016  0.153
H  -4.390  -1.829  2.236  0.465

Largest force on an atom ... 0.8 eV Å⁻¹
HOMO-LUMO gap ... 9.725 eV
Energy ... -1330.4598 hartree
Total charge ... 0
E_HOMO ... -10.044 eV
ΔE to the lowest compared entry with this formula, charge and spin ... 46.27 kcal/mol



(8)
DFT (ωB97M-V/def2-TZVPD) results for a cluster of 2 separate species, C7H15O2 in total.

Last column: natural (NBO) charge in e.
Atoms and positions in Å:
C  -1.620  -1.208  -1.355  -0.552
C  -1.013  -0.569  -2.554  -0.632
C  -0.371  -1.763  -0.434  0.787
O  0.807  -1.511  -0.770  -0.791
O  -0.853  -2.450  0.467  -0.777
H  -2.085  -0.499  -0.669  0.189
H  -2.386  -1.972  -1.598  0.189
H  -1.658  0.062  -3.230  0.170
H  -0.463  -1.318  -3.178  0.199
H  -0.108  0.038  -2.046  0.228
C  0.666  1.539  0.809  -0.247
C  -0.433  1.404  1.814  -0.624
C  0.952  3.128  0.733  -0.593
C  1.801  0.620  1.170  -0.630
H  0.354  1.123  -0.195  0.225
H  -1.450  1.377  1.304  0.212
H  -0.431  2.140  2.618  0.185
H  1.195  3.302  1.781  0.188
H  1.657  3.450  0.109  0.190
H  0.067  3.708  0.365  0.197
H  1.496  -0.477  1.475  0.258
H  2.429  0.337  0.258  0.233
H  2.336  1.115  2.022  0.169
H  -0.481  0.402  2.315  0.227

Largest force on an atom ... 4.7 eV Å⁻¹
HOMO-LUMO gap ... 7.409 eV
Energy ... -426.1984 hartree
Total charge ... -1
E_HOMO ... -3.836 eV
ΔE to the lowest compared entry with this formula, charge and spin ... 35.77 kcal/mol



(9)
DFT (ωB97M-V/def2-TZVPD) results for a cluster of 2 separate species, C7H15O2 in total.

Last column: natural (NBO) charge in e.
Atoms and positions in Å:
C  1.853  -1.074  0.247  -0.522
C  2.153  0.251  0.936  -0.609
C  0.472  -1.711  0.666  0.765
O  0.466  -2.117  1.851  -0.791
O  -0.429  -1.797  -0.195  -0.795
H  1.794  -0.975  -0.847  0.183
H  2.648  -1.814  0.368  0.195
H  1.394  1.006  0.828  0.192
H  3.150  0.658  0.731  0.179
H  2.290  -0.045  1.983  0.215
C  -0.869  1.207  -0.572  -0.231
C  -0.749  2.743  -0.508  -0.602
C  -2.248  0.804  -0.086  -0.625
C  -0.543  0.715  -1.969  -0.601
H  -0.116  0.827  0.112  0.219
H  -1.248  3.148  0.378  0.194
H  -1.344  3.190  -1.317  0.185
H  -3.031  0.941  -0.829  0.182
H  -2.216  -0.264  0.125  0.262
H  -2.567  1.219  0.873  0.191
H  0.531  0.857  -2.134  0.197
H  -0.800  -0.322  -2.142  0.248
H  -1.022  1.327  -2.747  0.171
H  0.274  3.125  -0.505  0.196

Largest force on an atom ... 2.1 eV Å⁻¹
HOMO-LUMO gap ... 7.620 eV
Energy ... -426.2434 hartree
Total charge ... -1
E_HOMO ... -4.016 eV
ΔE to the lowest compared entry with this formula, charge and spin ... 7.54 kcal/mol